No. 1
Here is a molecular structure, C31H55MoN8P in a non-equilibrium geometry from OMol25. Energies are from ωB97M-V with the def2-TZVPD basis set.

Structure (ORCA input):
```
! RIJCOSX wB97M-V def2-TZVPD def2/J DEFGRID3
* xyz 2 3
Mo -0.468 0.275 -0.889
C 0.547 -2.039 -2.926
N -0.614 -2.757 -2.467
C -0.693 -4.142 -2.910
C -2.178 -4.460 -2.796
N -2.784 -3.175 -2.467
C -4.217 -3.239 -2.281
C -1.849 -2.229 -2.218
N -1.985 -0.998 -1.738
C -3.326 -0.459 -1.509
C -3.258 0.665 -0.472
N -2.132 1.518 -0.822
C -2.100 2.796 -0.444
N -1.444 3.723 -1.178
C -1.377 3.759 -2.619
C -1.351 4.988 -0.467
C -2.250 4.778 0.753
N -2.560 3.356 0.695
C -3.390 2.830 1.750
H 0.725 -2.266 -3.980
H 1.427 -2.340 -2.354
H 0.385 -0.958 -2.797
H -0.071 -4.782 -2.277
H -0.335 -4.233 -3.943
H -2.394 -5.184 -2.002
H -2.596 -4.843 -3.732
H -4.567 -4.113 -2.830
H -4.723 -2.374 -2.699
H -4.484 -3.377 -1.230
H -4.003 -1.215 -1.110
H -3.732 -0.061 -2.451
H -3.140 0.213 0.529
H -4.196 1.229 -0.491
H -1.485 2.757 -3.037
H -0.418 4.179 -2.914
H -2.174 4.401 -3.016
H -1.694 5.805 -1.100
H -0.308 5.176 -0.197
H -3.168 5.376 0.711
H -1.738 5.001 1.693
H -3.264 3.471 2.621
H -3.093 1.824 2.031
H -4.449 2.843 1.475
N 4.405 5.327 -3.397
C 3.616 4.546 -3.122
C 2.643 3.595 -2.725
C 2.189 3.615 -1.403
C 1.261 2.682 -0.988
C 0.753 1.694 -1.845
C 1.198 1.730 -3.173
C 2.132 2.651 -3.615
H 2.566 4.360 -0.718
H 0.901 2.732 0.038
H 0.802 1.037 -3.912
H 2.476 2.625 -4.636
C 0.117 -3.415 0.957
C 0.370 -2.526 2.178
C 1.023 -3.329 3.297
C -0.998 -2.015 2.635
P 1.377 -0.992 1.623
N 0.697 -0.478 0.272
C 1.218 0.443 2.890
C -0.169 1.078 2.748
C 1.457 0.038 4.340
C 2.240 1.503 2.481
C 3.196 -1.419 1.230
C 4.061 -1.525 2.481
C 3.218 -2.756 0.487
C 3.752 -0.363 0.272
H -0.677 -4.124 1.192
H 0.987 -3.994 0.675
H -0.202 -2.804 0.107
H 0.338 -4.114 3.617
H 1.250 -2.713 4.161
H 1.939 -3.812 2.970
H -1.679 -2.858 2.756
H -1.419 -1.341 1.880
H -0.943 -1.511 3.594
H -0.930 0.556 3.317
H -0.466 1.117 1.687
H -0.138 2.098 3.126
H 0.678 -0.614 4.724
H 1.459 0.934 4.960
H 2.414 -0.455 4.471
H 2.186 1.690 1.411
H 3.251 1.218 2.747
H 2.032 2.433 3.006
H 3.651 -2.232 3.197
H 4.190 -0.566 2.971
H 5.051 -1.877 2.193
H 3.004 -3.591 1.147
H 4.215 -2.920 0.081
H 2.514 -2.744 -0.345
H 4.001 0.568 0.770
H 3.045 -0.157 -0.537
H 4.672 -0.742 -0.171
*
```

Calculated values
<S²>: 2.0162
HOMO-LUMO gap (spin up / spin down) in Eh: 0.28650 / 0.29807
Molecular weight in g/mol: 666.75
Max |F| in eV/A: 1.83

Löwdin population analysis, charges in e, atoms 1 to 4: atom 1 (Mo): 1.554, atom 2 (C): -0.036, atom 3 (N): -0.111, atom 4 (C): -0.095



No. 2
Here is a molecular structure, C31H56FI2O16P3 in a non-equilibrium geometry from OMol25. Energies are from ωB97M-V with the def2-TZVPD basis set.

Structure (ORCA input):
```
! RIJCOSX wB97M-V def2-TZVPD def2/J DEFGRID3
* xyz 0 1
C -3.095 2.047 1.515
C -2.403 0.791 2.003
O -1.029 0.636 1.570
C -0.745 1.240 0.399
C -0.965 0.697 -0.804
C -1.568 -0.672 -0.903
C -2.484 -0.881 -2.086
O -3.649 -0.584 -2.053
C -0.578 1.435 -2.032
O -0.420 0.790 -3.043
C -0.370 2.910 -1.988
C -0.441 3.789 -3.181
I -1.922 5.297 -3.003
C 0.320 3.667 -4.273
C 1.366 2.593 -4.422
I 0.112 4.960 -5.910
C -0.145 3.429 -0.773
F 0.072 4.710 -0.558
C -0.109 2.587 0.460
O 0.387 3.003 1.469
H -3.331 2.029 0.452
H -4.062 2.078 2.022
H -2.579 2.960 1.811
H -2.364 0.836 3.092
H -3.010 -0.092 1.783
H -0.742 -1.390 -0.959
H -2.128 -0.939 -0.010
H -2.044 -1.299 -3.004
H 1.901 2.387 -3.499
H 2.044 2.875 -5.226
H 0.865 1.694 -4.775
O -8.428 -2.654 1.939
P -6.958 -2.695 1.832
O -6.483 -4.236 1.996
C -7.301 -5.325 1.572
C -6.851 -5.861 0.227
O -6.440 -2.048 3.225
C -7.306 -1.270 4.051
C -7.813 -2.097 5.213
O -5.649 -2.144 1.093
C -5.366 -2.521 -0.267
C -6.480 -2.158 -1.222
H -8.354 -5.044 1.532
H -7.202 -6.104 2.330
H -6.983 -5.109 -0.554
H -7.431 -6.742 -0.047
H -5.795 -6.131 0.252
H -8.132 -0.855 3.474
H -6.715 -0.430 4.424
H -8.330 -2.989 4.857
H -8.498 -1.518 5.833
H -6.979 -2.434 5.830
H -5.132 -3.588 -0.309
H -4.464 -1.988 -0.544
H -7.407 -2.683 -0.966
H -6.209 -2.417 -2.244
H -6.686 -1.088 -1.177
O 8.489 3.844 -3.889
P 7.444 3.576 -4.901
O 7.021 5.049 -5.464
C 7.958 6.119 -5.562
C 8.463 6.284 -6.982
O 6.149 3.190 -4.007
C 6.283 2.733 -2.660
C 5.983 3.856 -1.691
O 6.803 2.767 -6.139
C 7.424 2.818 -7.430
C 8.864 2.352 -7.405
H 8.796 5.983 -4.878
H 7.431 7.024 -5.253
H 9.033 5.406 -7.296
H 9.115 7.156 -7.058
H 7.632 6.407 -7.678
H 7.273 2.314 -2.482
H 5.560 1.926 -2.529
H 6.640 4.708 -1.868
H 6.109 3.523 -0.659
H 4.958 4.207 -1.823
H 7.336 3.827 -7.839
H 6.836 2.164 -8.074
H 9.477 2.996 -6.763
H 9.292 2.365 -8.407
H 8.931 1.338 -7.010
O 0.297 -2.843 3.301
P 0.254 -2.599 4.769
O 1.020 -3.917 5.375
C 2.146 -4.502 4.729
C 3.444 -4.076 5.389
O -1.304 -2.999 5.048
C -2.294 -2.939 4.018
C -2.577 -4.320 3.468
O 0.217 -1.840 6.200
C 1.424 -1.314 6.764
C 2.112 -0.324 5.847
H 2.170 -4.262 3.666
H 2.029 -5.584 4.815
H 3.602 -3.000 5.276
H 4.292 -4.593 4.938
H 3.428 -4.298 6.457
H -1.995 -2.254 3.225
H -3.199 -2.533 4.475
H -1.665 -4.780 3.086
H -3.314 -4.273 2.664
H -2.959 -4.970 4.256
H 2.090 -2.135 7.037
H 1.134 -0.819 7.691
H 2.413 -0.799 4.907
H 3.002 0.088 6.321
H 1.439 0.497 5.597
*
```

Calculated values
HOMO-LUMO gap in Eh: 0.26837
Molecular weight in g/mol: 1050.50
Max |F| in eV/A: 7.70

Löwdin population analysis, charges in e, atoms 1 to 4: atom 1 (C): -0.053, atom 2 (C): -0.196, atom 3 (O): -0.020, atom 4 (C): -0.200



No. 3
Here is 9 unconnected molecules or ions with the total composition C31H56N2O21 in a non-equilibrium geometry from OMol25. Energies are from ωB97M-V with the def2-TZVPD basis set.

Structure (ORCA input):
```
! RIJCOSX wB97M-V def2-TZVPD def2/J DEFGRID3
* xyz 0 1
C -2.110 24.263 -12.061
C -2.507 23.906 -13.519
C -2.765 22.437 -13.830
O -4.129 22.354 -14.314
C -4.671 23.613 -14.449
O -5.674 23.902 -15.042
O -3.763 24.486 -13.908
H -1.708 25.278 -12.054
H -1.253 23.698 -11.690
H -2.838 24.089 -11.232
H -1.680 24.180 -14.248
H -2.816 21.887 -12.894
H -1.938 21.887 -14.390
C -7.443 21.386 -14.239
C -8.059 22.433 -13.330
C -9.211 23.167 -14.085
O -10.388 22.825 -13.390
C -10.047 22.086 -12.359
O -10.846 21.739 -11.502
O -8.726 21.795 -12.270
H -7.020 21.992 -15.025
H -8.134 20.653 -14.551
H -6.581 20.882 -13.740
H -7.359 23.135 -12.993
H -9.272 22.797 -15.146
H -9.034 24.296 -14.163
C 3.617 25.841 -8.862
O 2.443 26.660 -8.926
C 1.277 26.129 -8.682
O 1.155 24.849 -8.109
O 0.195 26.898 -9.148
C -1.027 26.278 -8.874
H 3.704 25.306 -7.946
H 4.399 26.512 -8.836
H 3.823 25.149 -9.657
H -1.300 25.285 -9.386
H -1.861 26.934 -9.151
H -1.095 25.999 -7.808
C -8.988 20.049 -9.308
O -8.068 21.061 -9.243
C -6.992 20.978 -10.046
O -6.641 19.757 -10.685
O -6.187 22.071 -10.079
C -4.928 22.157 -10.705
H -9.599 20.111 -8.412
H -8.438 19.122 -9.155
H -9.530 20.057 -10.270
H -4.536 21.178 -10.905
H -4.220 22.743 -10.057
H -4.944 22.776 -11.636
C -7.642 26.751 -1.842
O -8.480 26.986 -2.983
C -8.167 26.297 -4.044
O -7.161 25.270 -3.979
O -8.914 26.605 -5.093
C -8.905 25.838 -6.243
H -7.897 27.503 -1.084
H -6.620 26.781 -2.067
H -7.818 25.824 -1.324
H -8.946 24.777 -5.925
H -7.988 26.147 -6.728
H -9.791 26.124 -6.887
C -14.858 23.173 -5.357
O -14.916 23.212 -6.792
C -13.803 23.343 -7.540
O -12.529 23.475 -6.955
O -14.010 23.145 -8.854
C -12.890 22.926 -9.688
H -15.811 23.356 -4.843
H -14.143 23.897 -5.003
H -14.444 22.239 -5.068
H -13.206 22.621 -10.639
H -12.141 22.201 -9.154
H -12.315 23.871 -9.797
C -9.385 24.098 -9.249
O -8.110 24.689 -9.010
C -7.369 24.960 -10.074
O -7.786 24.936 -11.391
O -6.072 25.264 -9.640
C -5.106 25.738 -10.586
H -9.376 23.387 -10.065
H -10.111 24.833 -9.542
H -9.725 23.670 -8.290
H -5.401 26.738 -10.929
H -5.048 25.118 -11.505
H -4.110 25.736 -10.160
C -6.241 21.605 -6.768
C -5.887 22.661 -5.726
C -5.529 24.083 -6.307
C -4.471 24.057 -7.270
N -3.605 24.077 -8.019
H -5.625 21.563 -7.639
H -7.304 21.856 -7.033
H -6.173 20.667 -6.279
H -4.989 22.337 -5.207
H -6.643 22.738 -4.967
H -5.136 24.812 -5.622
H -6.456 24.495 -6.748
C -11.071 20.132 -6.137
C -9.668 20.798 -5.742
C -9.326 20.632 -4.283
C -9.239 19.236 -3.908
N -9.128 18.110 -3.533
H -11.021 19.066 -6.030
H -11.467 20.419 -7.120
H -11.795 20.470 -5.408
H -9.691 21.834 -5.983
H -8.829 20.315 -6.248
H -10.094 21.061 -3.676
H -8.343 21.185 -4.086
*
```

Calculated values
Energy above the lowest of the compared OMol25 structures with the same formula, charge and spin in eV: 0.000
SMILES: C[C@H]1COC(=O)O1.C[C@H]1COC(=O)O1.COC(=O)OC.COC(=O)OC.COC(=O)OC.COC(=O)OC.COC(=O)OC.CCCC#N.CCCC#N
HOMO-LUMO gap in Eh: 0.38079
Molecular weight in g/mol: 792.78
Max |F| in eV/A: 8.70

Löwdin population analysis, charges in e, atoms 1 to 4: atom 1 (C): -0.023, atom 2 (C): -0.291, atom 3 (C): -0.094, atom 4 (O): 0.035



No. 4
Here is 15 unconnected molecules or ions with the total composition C31H57Cl28N3O3 in a non-equilibrium geometry from OMol25. Energies are from ωB97M-V with the def2-TZVPD basis set.

Structure (ORCA input):
```
! RIJCOSX wB97M-V def2-TZVPD def2/J DEFGRID3
* xyz 0 1
C -1.811 3.110 3.383
C -0.342 2.562 2.889
C -0.204 2.374 1.256
C 0.851 1.157 0.929
C 1.793 1.711 -0.338
C 0.157 -0.280 0.558
C 0.016 -0.300 -1.109
N -0.270 -0.198 -2.390
C -1.349 -0.506 1.164
C -2.059 -1.935 0.663
C -3.673 -1.903 1.100
C -4.644 -1.879 -0.262
N -5.000 -0.457 -0.674
C -4.692 -0.356 -2.172
C -3.525 0.653 -2.763
O -5.399 -1.140 -3.019
C 1.176 -1.562 0.899
O 2.610 -1.124 0.949
C 1.102 -2.629 -0.377
N 1.163 -3.690 -1.154
O 0.774 -2.151 2.186
C 1.501 -3.394 2.486
C 0.549 -4.756 2.445
H -2.521 3.278 2.464
H -1.723 4.170 3.924
H -2.231 2.375 4.197
H 0.028 1.591 3.475
H 0.441 3.409 3.197
H 0.322 3.373 0.865
H -1.224 2.311 0.686
H 1.563 1.077 1.884
H 1.161 2.245 -1.166
H 2.538 0.896 -0.736
H 2.476 2.558 0.152
H -2.131 0.335 0.852
H -1.327 -0.574 2.344
H -1.604 -2.870 1.201
H -2.057 -2.064 -0.500
H -3.900 -2.924 1.634
H -3.949 -0.956 1.732
H -4.191 -2.519 -1.147
H -5.683 -2.401 0.008
H -4.314 0.185 -0.183
H -2.775 0.025 -3.409
H -4.095 1.493 -3.379
H -3.006 1.155 -1.819
H 2.737 -0.932 1.944
H 1.852 -3.303 3.624
H 2.477 -3.564 1.863
H 1.133 -5.706 2.025
H 0.287 -5.042 3.573
H -0.473 -4.598 1.897
C -1.952 -6.644 0.028
Cl -2.770 -6.051 1.479
Cl -0.209 -6.779 0.291
H -2.351 -7.629 -0.227
H -2.136 -5.947 -0.793
C 6.181 -1.735 1.498
Cl 5.278 -0.755 2.660
Cl 7.861 -1.197 1.381
H 6.163 -2.778 1.822
H 5.710 -1.646 0.516
C -1.478 -9.361 2.943
Cl -2.935 -10.329 2.691
Cl -1.031 -9.317 4.652
H -0.656 -9.801 2.371
H -1.664 -8.342 2.597
C 11.140 -0.475 0.400
Cl 11.457 -1.601 -0.926
Cl 11.792 1.128 0.043
H 10.060 -0.395 0.548
H 11.610 -0.856 1.310
C -3.413 0.556 6.260
Cl -2.867 -0.110 4.716
Cl -2.051 0.824 7.355
H -3.916 1.509 6.078
H -4.110 -0.146 6.724
C -0.929 4.354 8.856
Cl -0.152 4.466 7.272
Cl -1.948 5.765 9.165
H -1.548 3.454 8.886
H -0.157 4.297 9.627
C -5.900 3.061 -5.354
Cl -6.717 3.653 -3.903
Cl -4.157 2.926 -5.092
H -6.298 2.076 -5.610
H -6.083 3.758 -6.176
C 3.694 -6.656 0.521
Cl 3.575 -5.728 2.021
Cl 2.695 -8.112 0.592
H 3.356 -6.033 -0.311
H 4.736 -6.947 0.364
C 7.432 2.174 3.704
Cl 6.614 2.767 5.155
Cl 9.175 2.039 3.967
H 7.034 1.189 3.448
H 7.249 2.871 2.883
C -7.748 3.812 -8.723
Cl -8.566 4.405 -7.272
Cl -6.005 3.677 -8.461
H -8.147 2.827 -8.979
H -7.932 4.509 -9.545
C 15.389 -2.514 -1.274
Cl 15.140 -4.263 -1.194
Cl 17.000 -2.074 -0.696
H 15.281 -2.186 -2.310
H 14.640 -2.020 -0.650
C -3.770 6.304 -10.672
Cl -2.631 5.030 -11.124
Cl -5.416 5.890 -11.168
H -3.747 6.433 -9.587
H -3.474 7.235 -11.160
C -8.044 7.202 -3.321
Cl -8.518 6.484 -4.865
Cl -9.279 8.322 -2.734
H -7.907 6.406 -2.585
H -7.105 7.746 -3.455
C -0.718 4.687 -2.950
Cl -0.967 2.938 -2.871
Cl 0.894 5.127 -2.372
H -0.826 5.015 -3.987
H -1.467 5.181 -2.327
*
```

Calculated values
HOMO-LUMO gap in Eh: 0.34673
Molecular weight in g/mol: 1512.50
Max |F| in eV/A: 12.49

Löwdin population analysis, charges in e, atoms 1 to 4: atom 1 (C): -0.139, atom 2 (C): -0.240, atom 3 (C): -0.182, atom 4 (C): -0.264



- Which of these has the highest molecular weight?
  C31H57Cl28N3O3



- Which of these has the highest molecular weight?
  C31H57Cl28N3O3